No. 1
This record from the Open Molecules 2025 dataset describes an isolated molecule of C29H32N2O7. The level of theory is wB97M-V/def2-TZVPD.

Its multiplicity is 1. Its SMILES is COc1cc([C@H](C(=O)NC2CCCC2)N(C(=O)c2ccco2)c2ccccc2C(C)=O)cc(OC)c1OC. For the energy relative to the best compared isomer or geometry (same formula, charge and spin), the calculation gives 108.63 kJ/mol. Its HOMO energy is -8.036 eV. As for the HOMO-LUMO gap: 0.3174 hartree.

Positions of all 70 atoms, in Å:
1 C -4.458 -1.883 -1.336
2 O -4.647 -0.579 -0.847
3 C -3.558 0.245 -0.724
4 C -2.271 -0.155 -1.057
5 C -1.188 0.693 -0.883
6 C 0.200 0.266 -1.298
7 C 0.428 -1.262 -1.349
8 O 0.928 -1.786 -2.333
9 N 0.065 -1.900 -0.240
10 C 0.325 -3.298 0.016
11 C 1.190 -3.451 1.268
12 C 0.207 -3.235 2.425
13 C -1.183 -3.623 1.881
14 C -0.966 -4.017 0.414
15 N 1.239 0.856 -0.450
16 C 1.158 0.779 0.905
17 O 0.240 0.202 1.477
18 C 2.185 1.474 1.685
19 C 2.375 1.400 3.043
20 C 3.469 2.238 3.333
21 C 3.861 2.765 2.139
22 O 3.094 2.312 1.140
23 C 2.383 1.323 -1.146
24 C 2.310 2.533 -1.824
25 C 3.399 3.000 -2.535
26 C 4.562 2.250 -2.588
27 C 4.623 1.023 -1.956
28 C 3.537 0.537 -1.235
29 C 3.589 -0.797 -0.568
30 C 3.973 -1.936 -1.463
31 O 3.284 -0.946 0.594
32 C -1.405 1.958 -0.368
33 C -2.683 2.385 -0.035
34 O -2.790 3.674 0.422
35 C -3.486 3.879 1.638
36 C -3.788 1.544 -0.237
37 O -5.020 2.057 0.080
38 C -6.157 1.640 -0.643
39 H -3.806 -2.468 -0.679
40 H -5.450 -2.333 -1.350
41 H -4.048 -1.882 -2.351
42 H -2.101 -1.139 -1.458
43 H 0.389 0.635 -2.315
44 H -0.215 -1.329 0.556
45 H 0.783 -3.713 -0.885
46 H 2.007 -2.733 1.287
47 H 1.606 -4.459 1.295
48 H 0.482 -3.832 3.293
49 H 0.215 -2.188 2.724
50 H -1.864 -2.775 1.949
51 H -1.622 -4.445 2.445
52 H -0.814 -5.092 0.323
53 H -1.803 -3.737 -0.225
54 H 1.799 0.809 3.724
55 H 3.904 2.425 4.293
56 H 4.643 3.451 1.879
57 H 1.398 3.109 -1.773
58 H 3.341 3.951 -3.043
59 H 5.419 2.617 -3.132
60 H 5.534 0.445 -1.999
61 H 4.212 -2.817 -0.874
62 H 3.102 -2.152 -2.086
63 H 4.796 -1.677 -2.122
64 H -0.592 2.648 -0.207
65 H -3.043 3.280 2.440
66 H -3.365 4.937 1.865
67 H -4.545 3.636 1.550
68 H -6.910 2.408 -0.462
69 H -5.950 1.581 -1.714
70 H -6.529 0.675 -0.294

Charge distribution, natural (NBO) scheme, values in e: atom 1 (C): -0.2487, atom 2 (O): -0.5079, atom 3 (C): 0.2537, atom 4 (C): -0.2685, atom 5 (C): -0.0225, atom 6 (C): -0.1388, atom 7 (C): 0.6835, atom 8 (O): -0.6599, atom 9 (N): -0.6402, atom 10 (C): -0.0582, atom 11 (C): -0.4242, atom 12 (C): -0.4208, atom 13 (C): -0.4182, atom 14 (C): -0.4034, atom 15 (N): -0.4671, atom 16 (C): 0.6691, atom 17 (O): -0.6412, atom 18 (C): 0.2160, atom 19 (C): -0.2422, atom 20 (C): -0.3164, atom 21 (C): 0.1138, atom 22 (O): -0.4048, atom 23 (C): 0.1938, atom 24 (C): -0.2040, atom 25 (C): -0.1906, atom 26 (C): -0.2288, atom 27 (C): -0.1232, atom 28 (C): -0.1686, atom 29 (C): 0.6023, atom 30 (C): -0.7356, atom 31 (O): -0.5468, atom 32 (C): -0.2147, atom 33 (C): 0.2697, atom 34 (O): -0.5115, atom 35 (C): -0.2501, atom 36 (C): 0.1908, atom 37 (O): -0.5125, atom 38 (C): -0.2367, atom 39 (H): 0.1779, atom 40 (H): 0.1995, atom 41 (H): 0.1791, atom 42 (H): 0.2208, atom 43 (H): 0.2474, atom 44 (H): 0.4440, atom 45 (H): 0.2319, atom 46 (H): 0.2466, atom 47 (H): 0.2015, atom 48 (H): 0.2104, atom 49 (H): 0.2186, atom 50 (H): 0.2059, atom 51 (H): 0.2102, atom 52 (H): 0.2056, atom 53 (H): 0.2053, atom 54 (H): 0.2427, atom 55 (H): 0.2312, atom 56 (H): 0.2048, atom 57 (H): 0.2245, atom 58 (H): 0.2196, atom 59 (H): 0.2178, atom 60 (H): 0.2069, atom 61 (H): 0.2313, atom 62 (H): 0.2864, atom 63 (H): 0.2232, atom 64 (H): 0.2132, atom 65 (H): 0.1722, atom 66 (H): 0.1883, atom 67 (H): 0.1960, atom 68 (H): 0.1854, atom 69 (H): 0.1769, atom 70 (H): 0.1883


No. 2
This record from the Open Molecules 2025 dataset describes a structure of composition H3NO3PS. The level of theory is wB97M-V/def2-TZVPD.

Its multiplicity is 1. Its net charge is -1. For the energy relative to the best compared isomer or geometry (same formula, charge and spin), the calculation gives 41.49 kJ/mol. Its HOMO energy is -3.783 eV. As for the HOMO-LUMO gap: 0.2809 hartree.

Positions of all 9 atoms, in Å:
1 N 0.192 -1.016 0.152
2 O -1.308 0.349 -1.463
3 O 0.743 1.321 0.637
4 O -1.642 0.530 0.965
5 P 1.086 0.276 -0.549
6 S -1.494 -0.403 -0.205
7 H -0.230 1.146 0.814
8 H 0.301 -1.930 -0.267
9 H 2.352 -0.273 -0.084

Charge distribution, natural (NBO) scheme, values in e: atom 1 (N): -1.1889, atom 2 (O): -1.0205, atom 3 (O): -1.0554, atom 4 (O): -1.0333, atom 5 (P): 1.0446, atom 6 (S): 1.5616, atom 7 (H): 0.5019, atom 8 (H): 0.3666, atom 9 (H): -0.1765


No. 3
This record from the Open Molecules 2025 dataset describes a structure of composition C20H20AuN4O4PS4. The level of theory is wB97M-V/def2-TZVPD.

Its multiplicity is 3. Its net charge is -2. Its HOMO energy (alpha / beta) is -2.338 / -2.984 eV. As for the HOMO-LUMO gap (alpha / beta): 0.2479 / 0.2176 hartree.

Positions of all 54 atoms, in Å:
1 Au -1.105 -0.018 -0.883
2 S -2.183 -0.374 1.295
3 C -3.845 -0.814 0.882
4 C -4.694 -1.380 1.873
5 C -6.015 -1.672 1.589
6 C -6.892 -2.136 2.612
7 N -7.432 -2.568 3.533
8 C -6.471 -1.518 0.290
9 C -5.651 -1.064 -0.777
10 C -4.344 -0.708 -0.486
11 S -3.251 -0.363 -1.790
12 C -7.830 -1.767 -0.121
13 N -8.914 -1.913 -0.403
14 H -4.212 -1.589 2.791
15 H -6.092 -0.993 -1.774
16 S 0.232 -1.217 -2.823
17 C 0.515 0.223 -3.743
18 S -0.139 1.511 -2.728
19 C 1.072 0.286 -4.974
20 C 1.652 -0.918 -5.456
21 N 2.152 -1.884 -5.805
22 C 0.878 1.459 -5.746
23 N 0.805 2.451 -6.315
24 C 0.169 1.766 2.965
25 C 1.211 2.492 2.158
26 C 1.986 3.541 2.965
27 C 0.531 3.149 0.947
28 O 2.197 1.600 1.731
29 P 2.190 0.822 0.332
30 O 2.623 1.705 -0.774
31 O 0.802 0.144 0.324
32 O 3.345 -0.188 0.765
33 C 3.703 -1.396 0.017
34 C 4.954 -2.046 0.675
35 C 2.469 -2.301 0.162
36 C 4.004 -1.038 -1.466
37 H -0.623 2.464 3.084
38 H 0.563 1.234 3.978
39 H -0.079 0.940 2.347
40 H 1.400 4.348 3.291
41 H 2.718 3.753 2.165
42 H 2.420 3.123 3.887
43 H -0.273 3.839 1.251
44 H 0.020 2.378 0.416
45 H 1.261 3.546 0.293
46 H 4.586 -2.297 1.708
47 H 5.791 -1.387 0.753
48 H 5.271 -2.976 0.109
49 H 1.827 -2.001 1.061
50 H 2.686 -3.372 0.121
51 H 1.884 -2.058 -0.730
52 H 4.821 -0.347 -1.519
53 H 3.070 -0.620 -1.904
54 H 4.236 -1.852 -2.154

Charge distribution, natural (NBO) scheme, values in e: atom 1 (Au): 0.9482, atom 2 (S): -0.2563, atom 3 (C): -0.1508, atom 4 (C): -0.2132, atom 5 (C): -0.1338, atom 6 (C): 0.3081, atom 7 (N): -0.3639, atom 8 (C): -0.1871, atom 9 (C): -0.1825, atom 10 (C): -0.1986, atom 11 (S): -0.1886, atom 12 (C): 0.3015, atom 13 (N): -0.3675, atom 14 (H): 0.2276, atom 15 (H): 0.2300, atom 16 (S): -0.0270, atom 17 (C): -0.1981, atom 18 (S): -0.0340, atom 19 (C): -0.4933, atom 20 (C): 0.3233, atom 21 (N): -0.3838, atom 22 (C): 0.3247, atom 23 (N): -0.3791, atom 24 (C): -0.6198, atom 25 (C): 0.2796, atom 26 (C): -0.6243, atom 27 (C): -0.6606, atom 28 (O): -0.8444, atom 29 (P): 2.5759, atom 30 (O): -1.1491, atom 31 (O): -1.2341, atom 32 (O): -0.8416, atom 33 (C): 0.2865, atom 34 (C): -0.6203, atom 35 (C): -0.6629, atom 36 (C): -0.6518, atom 37 (H): 0.1977, atom 38 (H): 0.1836, atom 39 (H): 0.2480, atom 40 (H): 0.1899, atom 41 (H): 0.2261, atom 42 (H): 0.1969, atom 43 (H): 0.1948, atom 44 (H): 0.2334, atom 45 (H): 0.2380, atom 46 (H): 0.2078, atom 47 (H): 0.2057, atom 48 (H): 0.2014, atom 49 (H): 0.2485, atom 50 (H): 0.1925, atom 51 (H): 0.2355, atom 52 (H): 0.2123, atom 53 (H): 0.2427, atom 54 (H): 0.2063


| no. | maximum force (eV/Å) |
| --- | --- |
| 1 | 1.4 |
| 2 | 2.0 |
| 3 | 3.2 |